(1)
ORCA calculation (ωB97M-V with the def2-TZVPD basis set) on C42H56CaCl3GeN11O2P as an isolated structure.

Cartesian coordinates (Å):
Ge1 -3.59 -0.50 -2.05
Ca1 -0.96 0.80 -1.19
Cl1 -4.55 -2.51 -1.82
Cl2 -5.26 0.71 -1.14
Cl3 -3.95 -0.16 -4.22
P1 0.34 -2.68 -0.27
O1 0.18 -0.34 0.69
O2 -0.28 1.24 -3.33
N1 -1.10 -3.27 0.28
N2 5.50 5.30 -5.57
N3 0.10 -2.11 -1.82
N4 1.44 -3.92 -0.15
N5 -0.98 0.96 2.20
N6 0.76 1.55 -2.59
N7 0.63 4.94 1.71
N8 -2.47 2.77 -1.12
N9 -1.61 1.46 1.08
N10 0.63 2.98 0.20
N11 1.04 -1.55 0.65
C1 2.59 -5.64 1.22
C2 3.68 3.85 -4.46
C3 0.67 3.90 0.91
C4 2.79 -0.84 4.21
C5 2.54 3.49 -5.18
C6 -2.83 -4.55 2.08
C7 0.25 7.30 2.22
C8 -1.94 -2.41 1.13
C9 -0.50 -3.74 -3.60
C10 0.67 6.29 1.14
C11 1.70 2.31 -3.26
C12 4.69 4.65 -5.08
C13 -3.18 -3.16 1.60
C14 3.82 3.44 -3.13
C15 1.08 4.80 3.10
C16 1.78 -2.72 -3.57
C17 -1.73 -4.51 -0.21
C18 1.35 -4.76 1.07
C19 0.02 -0.82 4.24
C20 0.72 -1.24 5.36
C21 -2.98 3.31 -2.23
C22 3.06 -6.11 -0.15
C23 -2.22 -5.39 0.94
C24 0.67 -3.27 -4.46
C25 -4.15 3.86 0.16
C26 1.25 -1.64 -2.63
C27 2.84 2.68 -2.54
C28 -4.08 4.16 -2.21
C29 1.55 2.72 -4.59
C30 -2.90 2.87 2.62
C31 -3.04 3.03 0.06
C32 -2.46 2.39 1.27
C33 2.84 -3.63 -0.48
C34 -0.65 6.63 3.25
C35 3.54 -4.90 -0.96
C36 2.10 -1.25 5.35
C37 -0.07 0.08 1.94
C38 -0.97 -2.60 -2.70
C39 0.12 5.57 4.03
C40 -4.67 4.43 -0.99
C41 2.10 -0.44 3.09
C42 0.70 -0.43 3.10
H1 2.22 -3.55 -3.00
H2 -2.95 -6.09 0.54
H3 -1.84 -2.86 -2.12
H4 2.23 -6.60 -0.66
H5 -2.24 -1.50 0.60
H6 -2.59 -4.25 -0.84
H7 -2.49 3.04 -3.15
H8 -0.18 -4.59 -2.98
H9 3.85 -6.86 -0.06
H10 -3.71 -5.05 2.49
H11 -4.62 4.05 1.12
H12 -5.54 5.07 -0.94
H13 -3.93 2.54 2.80
H14 0.18 -1.56 6.25
H15 2.33 -6.48 1.87
H16 -2.26 2.47 3.39
H17 4.62 -4.76 -0.85
H18 -4.46 4.56 -3.13
H19 3.87 -0.84 4.21
H20 0.66 2.43 -5.14
H21 -1.07 7.37 3.94
H22 3.34 -3.21 0.39
H23 -3.92 -3.21 0.79
H24 1.67 6.52 0.76
H25 2.02 -1.24 -1.96
H26 1.14 7.70 2.72
H27 -1.33 -4.08 -4.21
H28 3.39 -5.10 1.73
H29 1.12 3.74 3.34
H30 2.63 -0.15 2.19
H31 -1.06 -0.79 4.25
H32 -2.11 -4.48 2.91
H33 -0.57 4.88 4.51
H34 -1.03 -5.04 -0.84
H35 1.05 -4.08 -5.08
H36 -1.26 -1.76 -3.34
H37 2.65 -1.58 6.22
H38 4.71 3.73 -2.58
H39 -3.64 -2.57 2.40
H40 3.35 -5.06 -2.02
H41 0.89 -0.81 -3.24
H42 1.20 -4.14 1.96
H43 -1.40 -6.00 1.34
H44 -1.50 6.18 2.74
H45 2.10 5.19 3.19
H46 0.48 -5.41 0.97
H47 -1.35 -2.12 2.00
H48 -2.89 3.96 2.66
H49 0.71 6.04 4.82
H50 2.58 -2.29 -4.17
H51 2.89 -2.85 -1.25
H52 0.32 -2.48 -5.13
H53 -0.25 8.14 1.75
H54 2.43 3.81 -6.21
H55 2.93 2.36 -1.51
H56 -0.02 6.31 0.30

energy relative to the best compared isomer or geometry (same formula, charge and spin)	1.017	eV
2S+1	2
expectation value of S²	0.778
HOMO-LUMO gap (alpha / beta)	6.423 / 7.624	eV

=====

(2)
ORCA calculation (ωB97M-V with the def2-TZVPD basis set) on a 9-piece molecular cluster, C42H56F24NO18 overall.

Cartesian coordinates (Å):
F1 3.55 -4.93 -6.68
F2 -5.24 1.07 -11.64
F3 -0.94 1.85 -5.37
F4 2.23 -6.41 8.72
F5 -5.56 0.52 -9.57
F6 2.08 -8.28 7.66
F7 2.56 -6.46 6.59
F8 3.59 -3.88 0.34
F9 -3.98 -5.24 -3.84
F10 -4.06 -0.51 -10.75
F11 1.44 -3.98 0.23
F12 -3.92 -2.32 2.68
F13 5.63 -4.43 -6.99
F14 0.75 0.54 -5.10
F15 -3.42 -1.66 0.68
F16 -2.32 -3.29 1.58
F17 0.58 2.33 -3.91
F18 -2.52 -5.41 -2.26
F19 -1.19 7.51 7.89
F20 5.08 -5.85 -5.45
F21 0.03 6.09 6.79
F22 -3.70 -3.61 -2.44
F23 2.42 -2.06 0.14
F24 0.87 7.17 8.46
O1 3.51 -2.70 2.72
O2 -0.42 -6.34 8.19
O3 1.27 9.25 6.79
O4 -3.19 1.45 -8.85
O5 -0.09 -0.16 -2.65
O6 -1.62 -1.43 3.65
O7 2.08 5.12 0.32
O8 0.04 -7.02 6.09
O9 5.42 -2.71 -4.93
O10 -4.61 -6.54 -0.98
O11 -2.09 0.70 -3.23
O12 -1.24 4.67 1.80
O13 -3.15 2.55 -10.81
O14 3.51 -3.73 -4.32
O15 -1.42 -0.23 1.75
O16 -0.16 8.29 5.33
O17 -5.93 -4.88 -1.76
O18 1.36 -3.37 2.85
N1 4.43 5.03 -1.51
C1 -0.81 4.03 -0.49
C2 1.02 4.74 1.20
C3 4.61 -3.57 -5.05
C4 -3.73 -4.94 -2.56
C5 4.22 1.94 0.60
C6 -0.69 -0.89 -1.55
C7 4.72 -4.72 -6.07
C8 -0.91 0.57 -3.38
C9 -6.96 -4.91 0.45
C10 -1.89 -1.12 2.40
C11 2.46 -3.29 0.71
C12 3.91 3.87 -0.77
C13 1.83 -6.97 7.59
C14 0.33 -6.72 7.35
C15 2.71 -1.47 -3.86
C16 0.13 9.31 4.35
C17 -1.28 0.68 4.83
C18 2.20 4.86 -2.05
C19 -1.35 -6.86 5.71
C20 -0.12 1.32 -4.47
C21 4.63 3.33 0.48
C22 -0.40 4.94 0.68
C23 3.30 -2.74 -3.29
C24 0.04 7.27 7.43
C25 -0.65 -0.60 4.33
C26 1.43 9.01 3.62
C27 2.37 -3.14 2.24
C28 2.42 4.17 -0.65
C29 3.75 -3.76 4.90
C30 -4.64 0.67 -10.52
C31 -4.80 -5.57 -1.65
C32 3.83 0.81 0.57
C33 3.49 5.56 -2.20
C34 -1.33 -2.18 -2.02
C35 -2.91 -2.12 1.83
C36 -1.67 -5.41 5.40
C37 -2.16 2.30 -8.32
C38 0.48 8.40 6.48
C39 3.55 -2.47 4.15
C40 -2.73 3.62 -7.85
C41 -3.57 1.70 -10.10
C42 -7.05 -5.36 -0.99
H1 -0.55 1.25 5.41
H2 3.85 -3.57 5.97
H3 -1.40 -0.26 -1.02
H4 -3.15 4.18 -8.67
H5 -2.16 -1.97 -2.69
H6 -0.61 -2.78 -2.57
H7 4.65 -4.28 4.56
H8 -3.53 3.45 -7.12
H9 -1.46 3.74 1.78
H10 -7.11 -6.45 -1.07
H11 -1.86 3.78 -0.37
H12 1.79 -1.69 -4.41
H13 -7.93 -4.94 -1.47
H14 1.32 5.49 -2.03
H15 0.13 -1.11 -0.87
H16 -0.25 3.10 -0.48
H17 -2.14 0.46 5.47
H18 1.59 9.74 2.83
H19 2.27 9.05 4.31
H20 -2.69 -5.32 5.03
H21 2.18 4.01 -2.75
H22 4.30 3.91 1.34
H23 2.65 -1.96 4.46
H24 -1.95 4.22 -7.38
H25 -1.99 -7.26 6.49
H26 -1.38 2.45 -9.07
H27 1.40 8.01 3.19
H28 -0.99 -5.03 4.63
H29 -6.87 -3.82 0.50
H30 2.61 -3.20 -2.58
H31 0.14 10.29 4.82
H32 1.14 3.71 1.56
H33 4.39 -1.79 4.31
H34 -1.63 1.30 4.01
H35 -7.85 -5.21 0.99
H36 -0.60 5.98 0.42
H37 4.24 -2.55 -2.77
H38 -1.47 -7.48 4.82
H39 -0.29 -1.21 5.16
H40 -1.56 -4.79 6.28
H41 -0.71 9.28 3.65
H42 -6.09 -5.33 0.94
H43 3.49 -0.15 0.27
H44 5.71 3.42 0.38
H45 5.39 5.34 -1.50
H46 2.48 -0.76 -3.07
H47 0.19 -0.41 3.67
H48 2.91 -4.43 4.75
H49 1.12 5.37 2.08
H50 3.68 6.44 -2.80
H51 -1.70 -2.75 -1.18
H52 3.96 3.03 -1.47
H53 1.91 3.24 -0.45
H54 3.40 -1.00 -4.56
H55 -1.72 1.76 -7.50
H56 -0.71 4.53 -1.45

total charge	+1
HOMO-LUMO gap	8.072	eV

=====

(3)
ORCA calculation (ωB97M-V with the def2-TZVPD basis set) on a 8-piece molecular cluster, C42H57N2O18P overall.

Cartesian coordinates (Å):
P1 2.66 23.38 10.82
O1 0.57 27.46 3.16
O2 6.40 24.11 7.19
O3 1.44 18.20 2.61
O4 9.42 27.29 12.78
O5 8.56 25.59 6.49
O6 3.47 24.50 10.02
O7 1.54 22.93 9.76
O8 8.21 23.28 9.25
O9 4.76 23.09 6.34
O10 9.15 27.05 1.15
O11 10.03 19.61 5.88
O12 8.62 22.08 3.72
O13 3.54 25.57 7.43
O14 8.47 17.29 0.92
O15 2.21 23.85 12.13
O16 3.73 22.18 10.79
O17 2.30 21.79 6.64
O18 6.73 22.67 5.60
N1 9.36 18.70 6.51
N2 6.00 23.24 6.41
C1 0.96 20.15 5.69
C2 1.32 26.96 4.23
C3 8.33 19.12 7.55
C4 0.77 23.95 9.12
C5 7.67 25.65 4.24
C6 2.93 19.77 3.66
C7 9.13 26.31 11.86
C8 2.14 20.83 5.70
C9 3.36 25.99 5.09
C10 1.73 19.06 3.67
C11 6.95 19.40 6.88
C12 9.27 16.30 7.21
C13 3.16 20.59 4.74
C14 9.12 24.01 11.26
C15 2.61 26.52 4.01
C16 8.08 17.99 8.55
C17 7.35 19.26 1.66
C18 0.84 27.07 5.51
C19 9.83 26.64 4.79
C20 7.37 20.47 2.43
C21 4.54 25.19 10.60
C22 9.70 18.91 2.15
C23 9.48 17.25 6.03
C24 0.76 19.21 4.65
C25 7.81 26.12 2.93
C26 7.99 25.65 9.81
C27 4.11 21.66 9.51
C28 8.38 26.62 10.73
C29 8.46 16.99 4.85
C30 8.54 20.89 3.01
C31 8.52 18.49 1.56
C32 9.98 27.03 3.50
C33 9.00 26.74 2.54
C34 8.67 25.98 5.20
C35 1.47 26.39 6.56
C36 9.71 20.08 2.91
C37 7.97 16.61 8.02
C38 10.89 16.97 5.44
C39 2.74 25.94 6.35
C40 9.44 25.00 12.17
C41 8.32 24.33 10.14
C42 8.85 20.31 8.44
H1 4.72 25.02 11.66
H2 6.46 18.96 1.14
H3 10.66 26.73 5.47
H4 0.24 20.24 6.49
H5 6.31 19.72 7.70
H6 10.62 20.36 3.43
H7 3.58 22.22 8.74
H8 2.09 18.40 1.93
H9 -0.11 27.56 5.66
H10 4.38 25.65 5.08
H11 8.35 27.69 10.56
H12 10.95 27.36 3.14
H13 5.49 24.93 10.12
H14 9.94 24.85 13.11
H15 6.49 18.51 6.45
H16 7.79 23.69 8.49
H17 9.22 16.70 1.04
H18 5.17 21.80 9.33
H19 10.13 16.33 7.88
H20 11.06 17.36 4.44
H21 10.61 18.33 2.02
H22 7.45 25.87 8.91
H23 9.45 23.03 11.59
H24 1.17 24.96 9.19
H25 7.90 15.86 8.81
H26 8.08 20.85 8.98
H27 -0.15 18.64 4.53
H28 6.83 25.06 4.56
H29 6.95 20.25 6.19
H30 6.49 21.10 2.47
H31 0.77 23.76 8.05
H32 11.57 17.39 6.17
H33 9.26 15.27 6.86
H34 8.83 17.22 3.85
H35 8.90 17.90 9.27
H36 9.29 21.03 7.75
H37 8.77 27.98 12.62
H38 7.31 18.20 9.29
H39 7.74 25.11 6.70
H40 3.75 20.64 9.47
H41 4.09 21.13 4.86
H42 7.53 17.56 4.82
H43 3.11 22.32 6.68
H44 0.76 26.89 2.41
H45 4.44 26.26 10.44
H46 11.15 15.91 5.35
H47 1.03 26.38 7.55
H48 7.08 25.88 2.17
H49 9.59 20.01 9.17
H50 7.06 16.46 7.43
H51 3.05 26.58 3.03
H52 8.19 15.93 4.86
H53 -0.25 24.05 9.48
H54 9.92 27.61 1.04
H55 3.65 19.53 2.89
H56 7.87 22.28 4.29
H57 4.04 24.81 7.13

HOMO-LUMO gap	3.084	eV

=====

(4)
ORCA calculation (ωB97M-V with the def2-TZVPD basis set) on C42H60BaF6N6O3P2Te as an isolated structure.

Cartesian coordinates (Å):
Ba1 0.19 1.33 1.15
Te1 0.56 -1.34 -2.24
P1 -0.99 -0.28 4.87
P2 -3.04 1.92 0.73
F1 -0.71 -1.86 5.28
F2 0.65 -0.10 5.03
F3 -0.60 0.48 3.43
F4 -1.03 0.00 6.51
F5 -2.16 0.93 4.97
F6 -2.15 -1.04 3.93
O1 -1.22 -0.54 1.11
O2 0.61 3.80 -0.18
O3 -0.95 1.17 -3.61
N1 1.95 1.75 -0.59
N2 1.85 -1.02 1.28
N3 1.92 1.72 2.64
N4 3.01 -1.32 0.63
N5 -0.39 0.57 -1.52
N6 -0.91 3.15 2.29
C1 3.38 -6.75 -4.43
C2 2.66 -4.36 -4.71
C3 -4.05 0.84 -0.18
C4 1.48 3.67 5.64
C5 5.23 2.85 1.72
C6 -2.06 -2.23 -0.82
C7 -4.43 1.84 2.36
C8 -0.39 4.22 4.30
C9 2.07 -3.19 -4.25
C10 -0.83 1.32 -2.40
C11 1.24 2.61 3.48
C12 4.11 2.48 2.37
C13 1.59 -4.32 -2.17
C14 2.19 -5.45 -2.65
C15 -1.61 -2.47 -4.63
C16 0.01 3.31 3.35
C17 -2.14 -2.59 -3.22
C18 -1.35 2.68 -1.88
C19 -3.32 -2.82 -0.72
C20 -1.11 4.23 1.51
C21 -3.42 -3.13 -3.07
C22 2.09 0.46 -0.90
C23 -5.39 -3.85 -1.69
C24 -4.02 -3.26 -1.84
C25 1.87 2.79 4.69
C26 1.69 2.51 -1.75
C27 -1.41 -1.94 0.62
C28 1.64 -2.11 2.01
C29 2.66 -3.03 1.75
C30 0.34 4.44 5.44
C31 1.01 -4.34 -0.77
C32 2.73 -5.49 -3.94
C33 3.47 -2.46 0.82
C34 2.07 -2.00 -5.20
C35 -1.92 2.94 3.10
C36 2.96 2.13 0.31
C37 -1.44 -2.16 -2.10
C38 1.47 -3.21 -3.00
C39 4.11 2.49 -0.33
C40 2.91 2.10 1.76
C41 -3.57 3.62 0.16
C42 5.26 2.87 0.32
H1 1.98 3.62 -1.72
H2 -3.64 0.74 -1.19
H3 0.85 0.62 -1.29
H4 -1.30 3.90 0.44
H5 -4.66 3.64 0.09
H6 2.68 -7.61 -4.44
H7 -0.62 -1.99 -4.63
H8 3.76 -6.64 -5.46
H9 1.40 -3.51 -0.15
H10 1.41 4.30 0.03
H11 1.58 -1.12 -4.76
H12 4.22 -7.08 -3.79
H13 0.76 -2.09 2.64
H14 4.05 2.47 -1.41
H15 -5.47 1.79 1.94
H16 -0.03 4.47 -0.49
H17 -4.69 2.57 3.29
H18 -4.04 0.89 2.81
H19 -5.80 -4.16 -2.68
H20 2.33 2.19 -2.61
H21 1.53 -0.07 0.03
H22 2.89 0.05 -1.55
H23 -5.41 -4.76 -1.04
H24 0.02 5.17 6.18
H25 -3.95 -3.45 -3.95
H26 -1.14 1.06 -0.67
H27 -2.25 3.85 3.56
H28 1.22 -5.31 -0.28
H29 -0.08 -4.16 -0.75
H30 3.08 -4.39 -5.71
H31 -1.30 4.75 4.14
H32 -2.88 3.03 2.61
H33 -1.91 3.21 -2.68
H34 1.55 -2.24 -6.15
H35 4.34 -2.75 0.27
H36 3.42 -0.59 0.04
H37 6.12 3.10 2.29
H38 6.15 3.17 -0.22
H39 -3.77 -2.90 0.26
H40 2.04 3.74 6.57
H41 -5.10 1.11 -0.21
H42 -1.52 -3.47 -5.12
H43 -6.12 -3.15 -1.23
H44 -1.94 4.95 1.80
H45 0.74 2.32 -2.20
H46 -1.97 1.98 3.56
H47 4.06 2.43 3.45
H48 -0.37 -2.38 0.51
H49 2.24 -6.34 -2.04
H50 -3.20 3.74 -0.87
H51 -1.97 2.41 -0.99
H52 2.71 -4.05 2.11
H53 -2.08 -2.69 1.23
H54 -0.46 3.31 -1.60
H55 -0.16 4.89 2.01
H56 3.10 -1.73 -5.50
H57 2.71 2.13 4.85
H58 -3.27 4.46 0.78
H59 -2.30 -1.86 -5.24
H60 -3.90 -0.13 0.31

total charge	-2
energy relative to the best compared isomer or geometry (same formula, charge and spin)	0.350	eV
HOMO-LUMO gap	5.273	eV

=====

Record-wise E_tot values, in a.u.: -6863.46442; -5439.67220; -3439.58395; -3765.54902
Record-wise max |F| values, in eV Å⁻¹: 0.94; 1.58; 6.89; 10.18